{"formula": "C14H19N4", "method": "wB97M-V/def2-TZVPD", "fmax_ha_per_bohr": 0.1218, "gap_ev": 6.5, "energy_ev": -20765.14263, "lumo_ev": -5.20, "total_charge": 1, "homo_energy_ev": -11.7, "species": ["H", "N", "C", "N", "N", "C", "C", "C", "C", "C", "C", "C", "C", "C", "C", "C", "C", "C", "N", "H", "H", "H", "H", "H", "H", "H", "H", "H", "H", "H", "H", "H", "H", "H", "H", "H", "H"], "coordinates": [[5.6507, -0.5701, 1.5915], [5.6015, -1.0777, 0.6578], [4.4832, -0.5614, -0.0089], [4.1541, -1.1538, -1.3613], [3.6998, 0.4993, 0.7313], [3.1248, 1.5554, -0.2132], [1.5149, 1.6219, 0.0880], [0.7292, 2.8904, -0.5906], [-0.7541, 2.9703, 0.1694], [-1.6506, 1.5791, -0.0625], [-1.4774, 0.2609, 0.9523], [-2.3375, -1.1189, 0.7376], [-2.0463, -2.3629, 1.7654], [-2.8817, -3.7608, 1.5327], [-3.9621, -3.8273, 0.2600], [-4.2536, -2.5368, -0.7489], [-3.4093, -1.1378, -0.5217], [-3.5447, 0.2230, -1.4371], [-2.6859, 1.4513, -1.1727], [4.9424, -1.0549, -2.0497], [4.0652, -2.1983, -1.1911], [2.8513, -0.0161, 1.1112], [3.6906, 2.5684, 0.0673], [3.3626, 1.3638, -1.3436], [1.3831, 1.6123, 1.2590], [1.0111, 0.6375, -0.3319], [0.5827, 2.8077, -1.7620], [1.2979, 3.9253, -0.4232], [-1.3545, 3.9409, -0.0877], [-0.4912, 2.9646, 1.3338], [-0.6591, 0.3820, 1.8101], [-1.2280, -2.1926, 2.6074], [-2.6645, -4.6548, 2.2578], [-4.5076, -4.8658, 0.1290], [-5.0239, -2.6163, -1.6504], [-4.3221, 0.2776, -2.3364], [-2.8379, 2.2729, -1.8081]], "forces_ev_per_a": [[-0.1, -0.6, -1.4], [-5.2, 2.8, -2.0], [5.1, -2.2, 2.9], [0.3, -0.2, 1.5], [-1.2, -1.7, -2.7], [-0.1, 1.1, 0.2], [0.3, 0.0, -0.9], [-0.4, 0.2, 0.3], [0.3, -0.9, 0.4], [-1.1, -3.5, 1.2], [-1.9, 1.1, -3.2], [0.8, 1.2, 0.0], [-3.0, -1.4, -3.0], [0.6, 4.8, -2.1], [1.4, 3.4, 0.0], [2.3, -1.0, 2.9], [0.6, 0.2, 0.7], [2.0, -0.6, 2.5], [-0.1, -3.5, 2.0], [-0.9, 0.1, 1.3], [0.2, 1.8, -0.2], [1.4, 0.7, -0.5], [-1.5, -2.0, -0.6], [-0.6, 0.0, 2.2], [0.2, 0.3, -2.2], [1.2, 1.9, 0.9], [0.4, -0.1, 2.5], [-1.3, -2.3, -0.1], [1.0, -2.0, 0.4], [-0.9, 0.1, -2.6], [-2.1, -0.4, -2.1], [-2.1, -0.6, -2.0], [-0.7, 1.8, -1.7], [1.1, 2.6, 0.1], [1.9, 0.1, 2.3], [2.0, 0.0, 2.2], [0.2, -1.2, 0.9]]}



{"formula": "C14H19N5", "method": "wB97M-V/def2-TZVPD", "fmax_ha_per_bohr": 0.0153, "gap_ev": 8.2, "energy_ev": -22275.16384, "lumo_ev": 0.52, "homo_energy_ev": -7.7, "species": ["C", "C", "C", "N", "C", "H", "H", "H", "H", "H", "C", "C", "C", "N", "C", "H", "H", "H", "H", "H", "C", "C", "N", "H", "H", "H", "C", "C", "N", "H", "H", "H", "C", "C", "N", "H", "H", "H"], "coordinates": [[-13.5474, 28.7597, 18.4780], [-14.0184, 28.1361, 17.2870], [-12.9267, 27.7937, 16.5489], [-11.8108, 28.1633, 17.2636], [-12.1780, 28.7509, 18.4324], [-14.1563, 29.1068, 19.2958], [-15.0622, 28.0558, 17.0345], [-12.8166, 27.3121, 15.5925], [-10.8813, 28.0111, 16.9196], [-11.4434, 29.0548, 19.1587], [-11.7722, 22.8630, 7.0823], [-12.4709, 23.4324, 8.1805], [-12.7194, 24.7474, 7.8728], [-12.1538, 24.9961, 6.6494], [-11.5588, 23.8596, 6.1666], [-11.3800, 21.8606, 7.0287], [-12.7485, 22.9518, 9.1032], [-13.2255, 25.5518, 8.3774], [-12.0749, 25.8936, 6.2072], [-11.1037, 23.8332, 5.1920], [-16.1594, 23.5461, 6.5421], [-16.3920, 24.1584, 7.8494], [-16.5639, 24.6176, 8.8867], [-16.2784, 22.4689, 6.6543], [-15.1404, 23.7460, 6.2144], [-16.8702, 23.9250, 5.8131], [-8.8964, 23.1423, 10.4239], [-9.9931, 24.0435, 10.7321], [-10.8794, 24.7381, 10.9516], [-9.2558, 22.3479, 9.7716], [-8.4749, 22.7159, 11.3318], [-8.0965, 23.6690, 9.9044], [-13.9710, 25.0949, 11.3775], [-13.7115, 25.2990, 12.7875], [-13.5011, 25.4610, 13.9032], [-13.4831, 25.8819, 10.8055], [-15.0337, 25.1148, 11.1324], [-13.5874, 24.1405, 11.0273]], "forces_ev_per_a": [[0.1, -0.2, 0.1], [-0.3, 0.5, 0.4], [0.4, -0.1, -0.1], [-0.2, -0.3, -0.7], [0.0, 0.0, 0.4], [0.0, 0.1, 0.0], [0.1, -0.3, -0.2], [-0.1, -0.1, 0.0], [0.1, 0.1, 0.2], [0.0, 0.1, 0.0], [0.4, 0.0, 0.3], [-0.3, 0.2, 0.0], [0.3, 0.1, -0.3], [0.1, -0.2, -0.2], [-0.3, 0.0, 0.0], [-0.1, 0.0, -0.1], [-0.1, -0.1, -0.1], [0.0, -0.1, 0.2], [-0.2, 0.0, 0.1], [0.1, 0.1, 0.0], [0.0, -0.1, 0.3], [0.1, 0.0, -0.1], [0.0, 0.0, 0.0], [0.0, 0.0, -0.1], [0.0, 0.1, 0.0], [0.0, 0.0, 0.0], [0.3, -0.1, -0.1], [-0.1, 0.1, 0.0], [0.1, 0.0, 0.0], [0.0, 0.0, 0.1], [-0.1, 0.0, 0.0], [-0.1, 0.1, 0.0], [-0.3, 0.1, -0.6], [0.0, -0.1, 0.1], [0.0, 0.0, 0.1], [0.1, 0.0, 0.0], [0.0, 0.1, 0.3], [0.2, 0.0, 0.2]]}



{"formula": "C14H19N5O2", "method": "wB97M-V/def2-TZVPD", "fmax_ha_per_bohr": 0.0273, "gap_ev": 8.4, "energy_ev": -26372.60299, "lumo_ev": 0.59, "homo_energy_ev": -7.8, "species": ["C", "C", "C", "N", "C", "N", "C", "C", "C", "O", "N", "C", "C", "O", "N", "C", "N", "C", "C", "C", "C", "H", "H", "H", "H", "H", "H", "H", "H", "H", "H", "H", "H", "H", "H", "H", "H", "H", "H", "H"], "coordinates": [[3.4072, -4.1490, -2.0726], [2.5023, -3.5485, -1.3235], [2.5359, -2.0961, -0.9625], [1.2421, -1.4919, -1.2157], [0.8215, -0.4446, -0.4674], [1.3932, -0.0849, 0.6765], [0.6418, 0.9459, 1.1239], [-0.3945, 1.2278, 0.2510], [-1.3144, 2.2911, 0.4612], [-2.2317, 2.6352, -0.2677], [-1.0461, 2.9592, 1.6650], [-1.9130, 4.0686, 2.0241], [-0.0280, 2.6971, 2.5659], [0.1093, 3.3513, 3.5780], [0.8279, 1.6589, 2.2640], [1.9161, 1.3623, 3.1695], [-0.2551, 0.3145, -0.7891], [-1.1918, 0.1663, -1.8802], [-2.2877, -0.8164, -1.5268], [-3.4471, -0.3814, -1.0625], [-1.9545, -2.2679, -1.6908], [3.3545, -5.1997, -2.2990], [4.2503, -3.6149, -2.4797], [1.6620, -4.0971, -0.9207], [3.3351, -1.5826, -1.5131], [2.7228, -1.9741, 0.1080], [0.9238, -1.5186, -2.1731], [-2.6534, 4.1727, 1.2344], [-1.3261, 4.9818, 2.1197], [-2.3980, 3.8650, 2.9784], [2.6400, 2.1785, 3.1667], [2.3841, 0.4427, 2.8297], [1.5270, 1.2498, 4.1813], [-1.6286, 1.1518, -2.0538], [-0.6510, -0.1544, -2.7770], [-4.2359, -1.0590, -0.7820], [-3.6434, 0.6697, -0.9390], [-2.8108, -2.8878, -1.4402], [-1.1237, -2.5421, -1.0412], [-1.6624, -2.4792, -2.7198]], "forces_ev_per_a": [[0.1, -0.1, -0.1], [-0.1, 0.2, 0.1], [0.2, -0.1, 0.1], [-0.1, -0.1, -0.4], [-0.3, 0.5, 0.2], [0.3, 0.0, 0.2], [-0.9, 0.0, -1.1], [0.5, 0.1, 0.7], [0.3, -0.3, -0.1], [-0.1, 0.0, -0.2], [-0.2, 0.2, 0.0], [-0.2, 0.2, 0.0], [0.1, -0.2, 0.0], [0.1, 0.2, 0.3], [0.0, 0.0, 0.0], [0.1, 0.1, 0.3], [0.5, -0.1, 0.1], [-0.5, 0.0, -0.2], [0.1, -0.1, -0.2], [-0.1, 0.1, 0.0], [-0.1, 0.1, 0.1], [-0.1, -0.2, 0.0], [0.1, 0.2, -0.1], [-0.1, -0.1, 0.1], [0.0, 0.0, 0.1], [0.1, 0.0, -0.1], [0.0, 0.0, 0.1], [0.1, 0.0, 0.1], [-0.1, 0.0, 0.0], [0.0, 0.1, 0.0], [0.0, -0.1, 0.0], [0.0, 0.0, 0.1], [0.1, 0.0, -0.1], [0.1, -0.1, -0.1], [0.0, 0.1, 0.0], [-0.1, -0.2, 0.1], [0.0, 0.3, 0.0], [0.0, -0.1, 0.0], [0.1, -0.1, 0.0], [0.1, -0.1, -0.1]]}



{"formula": "C14H19N5O3S", "method": "wB97M-V/def2-TZVPD", "fmax_ha_per_bohr": 0.0355, "gap_ev": 9.2, "energy_ev": -39252.46189, "lumo_ev": 0.33, "homo_energy_ev": -8.9, "species": ["C", "C", "O", "C", "C", "C", "C", "N", "C", "N", "N", "N", "C", "C", "S", "O", "O", "N", "C", "C", "C", "C", "C", "H", "H", "H", "H", "H", "H", "H", "H", "H", "H", "H", "H", "H", "H", "H", "H", "H", "H", "H"], "coordinates": [[4.9444, -0.2922, -1.1035], [3.4417, -0.0977, -0.9675], [3.2335, 0.7542, 0.1571], [2.1466, 0.7220, 0.9283], [2.3258, 1.3593, 2.1741], [1.3459, 1.3829, 3.1312], [0.1300, 0.7461, 2.8775], [-0.8554, 0.7385, 3.8676], [-2.0629, 0.1164, 3.9234], [-2.6279, 0.4150, 5.0617], [-1.7789, 1.2126, 5.7002], [-0.7343, 1.4150, 5.0214], [-0.0844, 0.1523, 1.6452], [0.8936, 0.1564, 0.6637], [0.3837, -0.5457, -0.9231], [0.7898, 0.3629, -1.9597], [0.8443, -1.9031, -0.9989], [-1.2819, -0.5697, -0.7640], [-1.9348, 0.6724, -1.1336], [-2.1627, 0.7857, -2.6402], [-2.9140, -0.4416, -3.1505], [-2.1442, -1.7057, -2.7747], [-1.9482, -1.7582, -1.2617], [5.3452, -0.7752, -0.2161], [5.1521, -0.9122, -1.9700], [5.4335, 0.6700, -1.2273], [3.0306, 0.3760, -1.8635], [2.9368, -1.0553, -0.8185], [3.2830, 1.8227, 2.3517], [1.4979, 1.8687, 4.0818], [-2.4729, -0.5157, 3.1671], [-1.0231, -0.3180, 1.4061], [-1.2991, 1.4865, -0.7806], [-2.8917, 0.7134, -0.6002], [-1.1905, 0.8526, -3.1295], [-2.7240, 1.6970, -2.8522], [-3.0338, -0.3817, -4.2333], [-3.9106, -0.4757, -2.7016], [-1.1613, -1.6936, -3.2500], [-2.6797, -2.5969, -3.1051], [-1.3259, -2.6075, -0.9800], [-2.9159, -1.8330, -0.7530]], "forces_ev_per_a": [[-0.4, 0.1, 0.2], [0.4, -0.3, -0.5], [0.1, 0.3, 0.0], [0.0, 0.2, 0.4], [-0.1, -0.2, -0.3], [-0.2, -0.1, -0.1], [0.8, 0.0, -0.8], [-1.6, -0.5, 0.6], [0.7, 0.4, 0.1], [-0.8, -0.6, -0.5], [-0.2, 0.4, 0.9], [1.2, 0.5, -0.4], [-0.2, 0.2, 0.8], [-0.2, -0.2, -0.7], [-0.1, 0.0, 0.4], [-0.2, 0.2, 0.2], [-0.3, -0.2, 0.1], [1.2, -0.1, -0.1], [0.0, 0.6, -0.2], [-0.2, -0.1, 0.1], [0.2, 0.0, -0.1], [-0.3, 0.1, 0.2], [0.1, -0.7, -0.3], [0.1, -0.1, 0.1], [0.1, -0.1, -0.1], [0.1, 0.1, 0.0], [0.1, -0.1, 0.2], [0.1, 0.1, 0.0], [0.1, 0.0, 0.0], [0.1, 0.0, 0.0], [-0.1, -0.2, -0.2], [-0.1, 0.0, 0.1], [-0.2, 0.1, 0.0], [0.1, 0.0, 0.0], [-0.1, 0.1, 0.0], [0.0, 0.0, 0.0], [-0.1, 0.0, 0.0], [-0.1, 0.0, 0.0], [0.0, -0.1, -0.1], [0.1, 0.0, 0.0], [-0.3, -0.1, 0.0], [0.1, 0.0, 0.0]]}



{"formula": "C14H19N5O4", "method": "wB97M-V/def2-TZVPD", "fmax_ha_per_bohr": 0.2580, "gap_ev": 6.8, "energy_ev": -30450.19194, "lumo_ev": -1.20, "homo_energy_ev": -8.0, "species": ["O", "N", "O", "C", "C", "N", "C", "C", "O", "C", "C", "N", "C", "C", "C", "C", "C", "C", "C", "N", "O", "N", "C", "H", "H", "H", "H", "H", "H", "H", "H", "H", "H", "H", "H", "H", "H", "H", "H", "H", "H", "H"], "coordinates": [[-4.9064, -1.0064, 0.2640], [-3.9068, -1.8769, 0.1855], [-4.1313, -2.9420, 0.4228], [-2.6977, -1.5142, -0.1218], [-2.3373, -0.0414, -0.4404], [-3.3085, 0.7876, -0.6128], [-3.0251, 2.2594, -0.6396], [-2.6849, 2.7886, 0.6307], [-2.3396, 4.1764, 0.3448], [-0.9465, 0.1048, -0.5398], [0.0905, -0.8250, -0.6024], [1.2855, -0.2475, -0.7674], [2.2697, -1.3404, -1.0977], [3.1916, -1.6645, 0.3266], [2.9714, -0.7149, 1.2509], [3.4927, 0.6394, 1.1513], [3.3242, 1.2587, -0.4505], [1.6346, 1.0421, -0.6037], [-0.4038, -2.1059, -0.4245], [0.3198, -3.2221, -0.3492], [-0.6209, -4.3350, 0.2300], [-1.8402, -3.8429, 0.2098], [-1.7076, -2.6398, -0.2276], [-4.1425, 0.4150, -0.0974], [-3.9991, 2.7090, -1.0120], [-2.3933, 2.5429, -1.3073], [-1.7890, 2.3902, 0.9407], [-3.5102, 2.9024, 1.6173], [-2.1583, 4.9478, 1.1922], [-0.8875, 1.2402, -0.6012], [3.0572, -1.2472, -1.8946], [1.8305, -2.3876, -1.2489], [2.8386, -2.8945, 0.6800], [4.2665, -1.6846, 0.0160], [1.9142, -0.4326, 1.3549], [3.5461, -1.0295, 2.2829], [3.2325, 1.2354, 1.8071], [4.6135, 0.5849, 1.1988], [3.3931, 2.2699, -0.3351], [3.8237, 0.6600, -1.2020], [1.1351, 1.5855, 0.0372], [1.5057, 1.4546, -1.5677]], "forces_ev_per_a": [[1.5, 0.3, -0.2], [-3.7, 8.5, -0.6], [-2.4, -10.2, 2.1], [3.8, 2.5, -2.1], [0.5, -8.2, 1.0], [0.3, 3.0, 0.7], [-8.1, -2.9, 1.1], [-1.9, 4.7, 5.4], [0.7, 3.8, 2.5], [-1.0, 3.8, -0.4], [-3.0, 6.1, -0.2], [1.3, -8.9, -0.9], [2.6, -1.8, 2.3], [-0.1, -7.0, -6.2], [-0.9, 3.1, 8.1], [7.0, -3.6, -10.7], [-4.8, -4.1, 4.4], [6.5, 0.9, -4.5], [1.8, -8.1, 0.1], [0.1, -1.5, 2.0], [2.9, 2.7, -2.4], [0.4, 0.0, -0.2], [-3.9, 6.3, 1.5], [-0.5, -0.1, -0.7], [1.0, -0.4, 0.5], [4.4, 1.3, -4.3], [1.8, -1.6, 1.5], [2.1, -1.3, -3.2], [-1.0, -4.4, -3.5], [1.6, -1.6, -0.3], [-1.3, 0.9, 0.4], [0.0, 2.2, -0.2], [1.2, 3.9, -0.9], [-0.7, -0.3, 0.2], [-0.3, -1.4, 0.9], [-2.2, 0.2, -1.8], [-3.1, 5.9, 6.1], [-0.6, 0.1, 0.3], [0.9, 2.7, -0.6], [0.3, 0.6, 0.1], [-2.5, 2.4, 3.8], [-0.6, 1.5, -1.3]]}



{"formula": "C14H19NO4", "method": "wB97M-V/def2-TZVPD", "fmax_ha_per_bohr": 0.0788, "gap_ev": 9.3, "energy_ev": -24503.66552, "lumo_ev": 0.69, "homo_energy_ev": -8.6, "species": ["C", "O", "C", "C", "C", "C", "O", "C", "C", "O", "C", "C", "O", "C", "C", "C", "N", "C", "C", "H", "H", "H", "H", "H", "H", "H", "H", "H", "H", "H", "H", "H", "H", "H", "H", "H", "H", "H"], "coordinates": [[-0.6157, 1.6541, -3.2051], [-1.0956, 1.8795, -1.9014], [-0.6302, 0.9387, -1.0145], [0.5504, 1.2133, -0.2736], [1.0952, 0.2686, 0.6006], [0.3761, -0.9433, 0.8126], [0.8135, -1.8093, 1.7719], [-0.0163, -1.8253, 2.9243], [-0.7833, -1.2351, 0.0614], [-1.4606, -2.4242, 0.2593], [-1.3889, -3.3073, -0.8913], [-1.2989, -0.2756, -0.8265], [-2.4667, -0.5149, -1.5510], [-3.6477, 0.0561, -0.9746], [2.4019, 0.5012, 1.3009], [3.3897, -0.5669, 1.7154], [2.7564, 1.7672, 1.3959], [1.8393, 2.8654, 0.9349], [1.2792, 2.5188, -0.4210], [-0.9278, 2.4419, -3.9253], [0.5006, 1.7004, -3.1350], [-0.8710, 0.6735, -3.5982], [0.0223, -2.8128, 3.3717], [-1.0371, -1.5969, 2.6674], [0.3051, -1.1513, 3.7095], [-0.3875, -3.2919, -1.3420], [-2.1304, -3.0450, -1.6615], [-1.6540, -4.3496, -0.5713], [-4.4971, -0.0053, -1.6906], [-3.9768, -0.5223, -0.0842], [-3.4755, 1.1109, -0.6832], [3.0897, -0.9489, 2.6815], [4.3895, -0.1485, 1.8264], [3.4254, -1.3942, 1.0099], [1.0539, 2.9950, 1.6721], [2.4209, 3.7973, 0.9167], [2.0740, 2.4664, -1.1538], [0.5782, 3.3203, -0.7279]], "forces_ev_per_a": [[1.7, 0.4, -0.7], [-0.8, 0.0, 0.4], [1.0, -0.2, 0.9], [-0.3, -0.2, -0.8], [-0.9, -1.9, 0.5], [-0.1, 0.8, -0.7], [0.0, -0.2, -0.1], [-0.1, -0.5, 0.4], [-0.1, 0.1, 0.2], [0.4, -0.1, -0.6], [-0.5, -0.7, 0.1], [-0.5, 0.4, -0.3], [0.4, 0.0, 0.3], [-0.6, 0.0, 0.5], [0.1, 3.9, -1.1], [-0.3, 0.4, 0.0], [-0.1, -1.5, 0.4], [1.3, -1.1, 0.2], [-1.1, 0.7, 0.3], [-0.1, -0.4, 0.8], [-0.6, -0.1, -0.4], [-0.3, -0.1, 0.1], [0.0, -0.3, -0.2], [-0.4, 0.0, -0.1], [0.4, 0.6, -0.1], [-0.2, 0.0, 0.3], [0.3, 0.3, 0.3], [0.4, 1.0, 0.1], [0.9, 0.1, 0.2], [0.4, 0.3, -0.3], [-0.1, -0.5, -0.2], [-0.1, -0.3, 0.2], [-0.2, 0.2, -0.1], [-0.2, 0.0, 0.0], [-0.3, 0.0, 0.2], [-0.1, -0.4, 0.0], [0.3, -0.1, -0.3], [0.3, -0.5, -0.1]]}